128
Properties=species:S:1:pos:R:3:forces:R:3 method="wB97M-V/def2-TZVPD" gap_ev=6.69 e_homo_ha=-0.2768 smiles="CCCCN(CCCCc1c([PH2]=N)cc(CCCCCCOC)c2nc(O)c(NCC)nc12)C(=S)SCCC.C1CCOC1.C1CCOC1.C1CCOC1"
C -0.449365 4.216701 3.512354 -0.2 -0.7 -0.9
C -0.428151 4.135685 1.899490 0.5 0.8 -0.4
C 1.041818 4.515691 1.280420 -1.2 -0.5 -0.1
C 0.751352 5.333579 -0.079054 0.0 0.2 1.8
N -0.011436 4.417442 -0.986271 2.9 0.5 -1.6
C -0.768407 5.258791 -1.976087 -1.2 0.3 -0.1
C -2.310783 5.524830 -1.529872 0.3 0.8 -0.8
C -3.256954 5.199932 -2.790225 -0.3 0.1 0.5
C -4.818637 5.035532 -2.411966 -0.3 -1.0 -0.4
C -5.072260 3.809580 -1.379607 -0.1 -1.9 0.2
C -4.916264 2.353534 -1.866575 -1.4 1.9 4.2
P -4.462179 1.862691 -3.640646 2.1 -0.3 0.8
N -2.868535 1.733380 -3.880730 -1.9 -0.6 -0.2
C -5.135445 1.217325 -0.766784 -0.6 3.4 1.7
C -5.496412 1.562039 0.690137 0.3 0.8 -2.2
C -5.670300 0.388724 1.776861 0.5 0.0 -0.8
C -6.386080 -0.940605 1.213788 -0.1 -0.8 1.7
C -5.453021 -2.232936 1.552971 0.4 -0.4 -1.1
C -4.621392 -2.659413 0.225702 -0.8 0.0 0.5
C -5.645443 -3.478000 -0.722306 0.5 0.5 -0.6
C -5.862724 -2.780385 -2.151433 -0.5 -0.9 0.3
O -4.788104 -3.231189 -3.020035 0.1 1.8 0.2
C -4.187249 -2.131907 -3.740171 0.4 0.2 -0.8
C -5.690650 3.066554 1.174374 0.8 -1.6 -1.9
N -6.047692 3.247218 2.557119 0.3 5.6 -3.0
C -6.210983 4.639973 2.783885 0.0 -1.0 -0.3
O -6.597171 5.019647 4.123915 0.3 -0.5 -2.7
C -6.002075 5.801738 1.764916 1.5 -1.6 -1.4
N -6.205902 7.208716 2.179350 -0.9 -2.0 -0.8
C -7.629095 7.527294 1.737065 -0.7 -0.7 -0.2
C -7.734686 7.927526 0.185232 0.1 -0.2 -0.8
N -5.603609 5.568395 0.421186 -1.2 -2.7 4.3
C -5.467349 4.169349 0.113300 0.1 -0.9 -0.2
C 0.847699 3.417924 -1.637842 -1.7 -2.0 -0.2
S 0.096392 2.114413 -2.423642 1.1 2.0 1.2
S 2.703328 3.449520 -1.677900 -0.2 0.4 0.8
C 3.377500 1.937779 -0.799642 0.1 -1.5 -0.1
C 4.830835 1.506847 -1.397637 -0.2 0.1 -0.4
C 5.174939 -0.035575 -1.056368 0.0 0.3 0.4
H 0.486396 4.739915 3.916215 -1.4 -0.7 -0.6
H -0.475330 3.123750 3.894505 -0.1 2.0 -0.2
H -1.384684 4.807187 3.807227 1.4 -1.1 0.0
H -0.742246 3.113068 1.479500 0.4 1.5 0.8
H -1.179887 4.903768 1.463466 1.2 -1.3 0.8
H 1.560461 3.505134 1.088339 -0.5 1.8 0.1
H 1.638506 5.104653 2.057384 -0.8 -0.7 -1.3
H 1.675215 5.816390 -0.548655 -1.1 -0.9 0.5
H 0.040733 6.201723 0.212252 1.1 -1.4 -0.5
H -0.785346 4.760566 -3.002738 0.2 0.6 1.5
H -0.241579 6.274231 -2.026987 -0.6 -1.4 -0.2
H -2.599909 4.984775 -0.563916 0.5 0.5 -1.5
H -2.401213 6.666614 -1.349134 0.0 -1.9 0.0
H -2.917218 4.230781 -3.317191 -0.4 1.5 0.8
H -3.158053 6.096492 -3.514278 -0.2 -1.6 0.9
H -5.356712 4.743673 -3.397759 0.8 0.5 1.6
H -5.314753 6.008998 -2.071359 0.9 -1.5 -0.1
H -5.053318 2.870765 -4.499787 -0.1 -0.7 0.8
H -5.103868 0.579643 -3.858297 -0.3 1.1 0.2
H -2.663792 0.756841 -4.165684 0.0 0.8 0.3
H -5.015118 0.136351 -1.102193 -0.2 1.6 0.7
H -6.225678 0.709147 2.720096 0.9 0.0 -1.5
H -4.603058 0.093130 2.108336 -1.6 0.6 -0.5
H -6.706167 -0.890534 0.119706 0.7 -0.1 1.5
H -7.348764 -1.102819 1.838367 1.4 0.5 -1.2
H -6.099207 -3.140151 1.837736 1.0 1.4 -0.2
H -4.699124 -2.036719 2.389347 -1.3 0.0 -0.9
H -3.702195 -3.306435 0.451977 -1.4 1.0 -0.2
H -4.236881 -1.682455 -0.241628 -0.5 -1.5 0.4
H -6.672902 -3.609296 -0.230904 1.5 0.3 -0.5
H -5.189996 -4.519452 -0.893190 -0.9 1.5 0.0
H -6.881890 -3.111768 -2.590613 1.6 0.4 0.5
H -5.885024 -1.636978 -2.109435 0.1 -1.5 0.2
H -4.910205 -1.778455 -4.555422 1.0 -0.3 0.9
H -3.914467 -1.231181 -3.083112 -0.5 -1.3 -0.6
H -3.199317 -2.473004 -4.234522 -1.8 0.3 0.8
H -7.231102 5.767777 4.060197 0.6 -0.6 -0.1
H -6.109605 7.313681 3.200847 0.0 -0.2 -0.8
H -8.095001 8.280319 2.459791 0.8 -0.8 -1.2
H -8.205103 6.525351 1.852591 0.4 1.8 -0.1
H -8.344380 8.877932 -0.015939 0.8 -1.4 0.6
H -6.704667 8.069393 -0.324272 -1.6 -0.2 1.2
H -8.243919 7.072097 -0.403934 0.8 1.4 1.0
H 3.502050 2.092054 0.331304 -0.5 -0.1 -1.7
H 2.620185 1.091201 -1.029006 1.2 1.3 0.5
H 4.830606 1.708134 -2.538862 0.0 -0.5 1.8
H 5.656845 2.161323 -0.953913 -1.2 -0.8 -0.6
H 5.343713 -0.138019 0.084292 -0.5 0.1 -1.8
H 4.338765 -0.747554 -1.384836 1.2 1.0 0.5
H 6.158991 -0.378484 -1.541150 -1.5 0.7 0.6
C 5.334657 -5.164504 -0.784860 0.3 0.0 -0.3
C 4.898295 -4.997205 0.652287 -0.1 -0.2 0.3
C 4.242699 -3.631009 0.626434 0.0 0.3 0.0
O 3.692812 -3.458270 -0.687735 0.2 -0.2 0.1
C 4.202474 -4.495879 -1.537841 -0.3 0.0 -0.1
H 5.486989 -6.203956 -1.079686 0.1 0.1 0.0
H 6.269499 -4.619842 -0.954607 0.0 -0.1 0.0
H 4.156831 -5.762732 0.906255 0.0 0.0 0.0
H 5.716348 -5.063215 1.370030 -0.1 0.1 -0.1
H 4.977014 -2.834711 0.789599 0.0 0.0 0.1
H 3.450094 -3.532186 1.372289 0.0 0.1 -0.1
H 3.385864 -5.199716 -1.732897 0.1 0.0 -0.1
H 4.526588 -4.066065 -2.488576 -0.1 0.1 0.1
C 6.260308 -5.547924 5.755470 -0.3 0.3 0.3
C 6.085054 -6.838178 4.986023 0.2 -0.4 0.1
C 6.072365 -6.349925 3.551144 -0.2 0.1 -0.2
O 6.896844 -5.177468 3.504300 -0.1 -0.1 0.3
C 7.184223 -4.761906 4.846403 0.3 0.1 -0.1
H 6.666724 -5.686227 6.758926 0.0 0.0 -0.1
H 5.296974 -5.034564 5.843666 0.1 0.0 0.0
H 6.949872 -7.489242 5.151694 -0.1 0.0 0.0
H 5.184287 -7.392367 5.255629 0.1 0.0 -0.1
H 5.063524 -6.062711 3.238119 0.0 -0.1 0.0
H 6.455064 -7.096444 2.850901 0.0 0.1 0.0
H 8.234836 -4.994652 5.051399 0.0 0.1 0.1
H 7.042922 -3.682444 4.935432 0.0 -0.1 -0.1
C 9.949181 -6.251303 -3.044634 0.1 0.4 -0.2
C 10.399761 -6.988686 -1.804113 0.3 -0.4 0.1
C 9.128878 -7.022676 -0.978712 -0.3 0.1 0.2
O 8.033166 -7.051339 -1.903884 0.3 0.1 -0.1
C 8.532097 -6.760687 -3.216699 -0.3 -0.2 -0.1
H 10.576999 -6.435856 -3.918149 -0.1 0.0 0.0
H 9.938144 -5.173257 -2.852153 0.0 -0.1 -0.1
H 10.701701 -8.007846 -2.067507 0.0 0.1 0.1
H 11.232102 -6.509581 -1.285541 -0.1 0.0 0.0
H 9.027647 -6.119619 -0.367126 0.1 0.0 0.1
H 9.078152 -7.894995 -0.322727 -0.1 0.0 -0.1
H 8.512334 -7.690375 -3.795787 0.0 0.1 -0.1
H 7.880379 -6.032331 -3.704793 -0.1 -0.1 0.1